[1]
Entry from the OMol25 dataset: C5H10KO3 as an isolated structure (ωB97M-V/def2-TZVPD).

The geometry in XYZ format:
```
19
Properties=species:S:1:pos:R:3
O -0.553 -1.127 2.019
K 1.532 -0.254 0.787
O 1.409 -1.265 2.956
C 0.176 -1.315 3.201
O -0.429 -1.153 4.276
C -1.975 -1.209 2.051
C -2.474 -1.042 0.633
H -2.268 -2.181 2.472
H -2.385 -0.426 2.707
H -2.052 -1.813 -0.026
H -3.569 -1.126 0.612
H -2.194 -0.056 0.235
C 0.386 2.483 1.345
C 0.541 2.545 2.820
H 1.211 2.874 0.741
H -0.549 2.388 0.788
H 1.521 2.167 3.150
H -0.232 1.965 3.340
H 0.481 3.592 3.172
```

Values from the calculation:
LUMO (spin up / spin down) (eV): -0.5 / -0.7
Frontier orbital gap (spin up / spin down) (eV): 7.91 / 7.72
Relative energy (zero: lowest compared OMol25 entry of this formula, charge and spin) (eV): 0.109
2S+1: 2
HOMO energy (spin up / spin down) (eV): -8.44 / -8.44


[2]
Entry from the OMol25 dataset: a 2-piece molecular cluster, C2H6N2 overall (ωB97M-V/def2-TZVPD).

The geometry in XYZ format:
```
10
Properties=species:S:1:pos:R:3
C -1.070 -0.442 2.238
N -1.950 -0.870 1.447
H -0.159 -1.017 2.415
H -1.094 0.485 2.835
H -2.751 -0.240 1.435
C 1.449 0.089 -2.162
N 1.716 1.070 -1.430
H 2.088 -0.792 -2.078
H 0.570 -0.074 -2.804
H 1.139 1.901 -1.520
```

Values from the calculation:
LUMO (eV): 1.1
Frontier orbital gap (eV): 11.06
Relative energy (zero: lowest compared OMol25 entry of this formula, charge and spin) (eV): 2.336
SMILES string: C=N.C=N
HOMO energy (eV): -9.92


[3]
Entry from the OMol25 dataset: an isolated molecule of CH4FNOP2 (ωB97M-V/def2-TZVPD).

The geometry in XYZ format:
```
10
Properties=species:S:1:pos:R:3
C 1.065 -0.232 1.472
N 0.750 -1.940 -1.474
O 0.185 0.188 0.406
F -2.120 0.872 -2.676
P -1.366 1.442 -1.366
P 0.046 -0.616 -1.232
H 0.493 -0.024 2.430
H 1.863 0.495 1.448
H 1.493 -1.230 1.472
H -2.408 1.044 -0.480
```

Values from the calculation:
LUMO (spin up / spin down) (eV): -0.4 / -3.0
Frontier orbital gap (spin up / spin down) (eV): 6.89 / 7.24
Relative energy (zero: lowest compared OMol25 entry of this formula, charge and spin) (eV): 1.329
2S+1: 3
HOMO energy (spin up / spin down) (eV): -7.33 / -10.28


[4]
Entry from the OMol25 dataset: an isolated molecule of C3H5NO2 (ωB97M-V/def2-TZVPD).

The geometry in XYZ format:
```
11
Properties=species:S:1:pos:R:3
N -1.475 -1.277 0.633
C -0.610 -0.517 0.144
C -0.669 1.025 0.068
O 0.562 1.611 -0.100
C 1.622 -0.313 -0.268
O 0.541 -1.003 -0.518
H -1.234 -2.263 0.537
H -1.337 1.259 -0.778
H -1.193 1.319 0.993
H 2.360 -0.524 -1.055
H 1.433 0.682 0.344
```

Values from the calculation:
LUMO (spin up / spin down) (eV): -0.5 / -0.5
Frontier orbital gap (spin up / spin down) (eV): 8.57 / 8.57
Relative energy (zero: lowest compared OMol25 entry of this formula, charge and spin) (eV): 4.825
HOMO energy (spin up / spin down) (eV): -9.11 / -9.11


[5]
Entry from the OMol25 dataset: an isolated molecule of C4H8O3 (ωB97M-V/def2-TZVPD).

The geometry in XYZ format:
```
15
Properties=species:S:1:pos:R:3
C 1.828 -0.771 0.641
C 0.396 -0.256 0.598
O 0.452 1.107 0.967
C -0.202 -0.473 -0.792
O -1.666 -0.598 -0.788
C -2.493 0.407 -0.728
O -1.819 1.563 -0.580
H 2.430 -0.277 -0.130
H 1.866 -1.854 0.484
H 2.264 -0.537 1.616
H -0.216 -0.834 1.310
H -0.370 1.526 0.667
H 0.114 -1.434 -1.203
H 0.097 0.335 -1.466
H -2.681 2.096 -0.597
```

Values from the calculation:
LUMO (eV): 0.7
Frontier orbital gap (eV): 10.30
Relative energy (zero: lowest compared OMol25 entry of this formula, charge and spin) (eV): 3.018
HOMO energy (eV): -9.55


[6]
Entry from the OMol25 dataset: a 5-piece molecular cluster, C2H15N2O4 overall (ωB97M-V/def2-TZVPD).

The geometry in XYZ format:
```
23
Properties=species:S:1:pos:R:3
C -0.426 -2.218 0.834
C -0.454 -0.889 0.975
N 0.285 0.021 0.047
N -1.298 -2.961 1.601
H 0.216 -2.849 0.205
H -1.079 -0.327 1.643
H 0.077 -0.305 -0.893
H -0.055 0.994 0.116
H 1.315 0.120 0.196
H -2.150 -2.446 1.816
H -1.556 -3.885 1.295
H -2.611 2.498 1.173
H -2.986 2.241 -0.359
O -2.480 1.939 0.393
H -0.080 -2.123 -3.123
H 1.333 -1.450 -2.877
O 0.423 -1.532 -2.566
H 3.848 1.132 -0.494
H 3.471 1.120 1.004
O 3.096 1.169 0.119
H 1.128 3.426 -0.375
H -0.355 3.454 -0.193
O 0.339 2.872 -0.535
```

Values from the calculation:
LUMO (eV): -2.6
Frontier orbital gap (eV): 9.44
Relative energy (zero: lowest compared OMol25 entry of this formula, charge and spin) (eV): 0.906
Net charge: +1
HOMO energy (eV): -12.04


[7]
Entry from the OMol25 dataset: an isolated molecule of C5H5NO (ωB97M-V/def2-TZVPD).

The geometry in XYZ format:
```
12
Properties=species:S:1:pos:R:3
C -1.020 -1.140 -0.079
O -1.830 -0.066 0.082
C -1.083 1.111 0.050
C 0.168 0.741 -0.274
C 0.289 -0.708 -0.142
C 1.685 -0.736 0.078
N 1.578 0.818 -0.051
H -1.507 -2.212 0.269
H -1.430 2.219 0.298
H 2.454 -0.905 -0.718
H 1.899 -1.181 1.184
H 1.944 1.266 0.870
```

Values from the calculation:
LUMO (eV): 0.9
Frontier orbital gap (eV): 9.29
Relative energy (zero: lowest compared OMol25 entry of this formula, charge and spin) (eV): 4.911
SMILES string: c1occ2c1CN2
HOMO energy (eV): -8.36